Run 1
ORCA calculation (wB97M-V/def2-TZVPD) on one molecule with the formula C5H6N2O3.

The value obtained for the molar mass is 142.11 g mol⁻¹. As for the net charge: 0. The HOMO energy (spin up / spin down) comes out at -9.34 / -9.34 eV. The spin multiplicity is 1. Its orbital gap (spin up / spin down) is 0.2856 / 0.2858 Ha.

```
16
C5H6N2O3 (wB97M-V/def2-TZVPD)
C 0.75737 1.14983 0.10825
C 1.66643 -0.67446 -0.49988
C -0.46979 0.21923 0.11433
C -1.16488 0.02690 1.32616
C -0.82959 -0.12990 -1.29736
N 1.94528 0.43856 0.49806
N 1.09776 -1.47707 0.49275
O 0.75375 2.25264 -0.36786
O 1.92403 -0.76750 -1.67070
O 1.56694 -0.54456 1.43953
H -0.41233 0.06831 2.06540
H -1.93619 -0.72676 1.19458
H -1.92666 0.95835 1.59847
H -1.96700 0.04327 -1.44187
H -0.72742 -1.15089 -1.55588
H -0.27770 0.31406 -2.00398
```

Atomic partial charges in e from the Mulliken method, atoms 1 to 6:
1. C 0.35
2. C 0.83
3. C 0.98
4. C -1.20
5. C -1.54
6. N -0.17

---

Run 2
ORCA calculation (wB97M-V/def2-TZVPD) on one molecule with the formula C5H6N2O3.

The value obtained for the molar mass is 142.11 g mol⁻¹. The SMILES is O=C[C@@]1([N+](=O)[O-])CC=CN1. As for the net charge: 0. The HOMO energy comes out at -8.97 eV. The spin multiplicity is 1. Its orbital gap is 0.3222 Ha.

```
16
C5H6N2O3 (wB97M-V/def2-TZVPD)
C 1.86889 -0.29135 -0.10487
C 1.56345 -0.01211 1.15658
C -1.17609 1.34155 -0.29391
C 0.65588 -0.24313 -0.97249
C -0.50823 0.04429 0.07714
N 0.20441 0.04070 1.40178
N -1.63457 -1.02399 0.00611
O -1.04091 2.41515 0.17737
O -1.99822 -1.29208 -1.15148
O -2.00158 -1.66654 0.95822
H 2.92373 -0.36073 -0.58874
H 2.24829 -0.00140 2.05847
H -1.69255 1.11177 -1.21979
H 0.50848 0.38791 -1.95962
H 0.30531 -1.25232 -1.47962
H -0.22630 0.80226 1.93483
```

Atomic partial charges in e from the Mulliken method, atoms 1 to 6:
1. C -0.39
2. C -0.36
3. C -0.38
4. C -0.57
5. C 0.81
6. N -0.40

---

Stability comparison, relative energies in eV: run 1 2.478; run 2 0.000

---

Run 1
ORCA calculation (wB97M-V/def2-TZVPD) on an isolated ion of composition C2H3N2O2 and charge -1.

The value obtained for the molar mass is 87.06 g mol⁻¹. The SMILES is CON([O-])C#N. As for the net charge: -1. The HOMO energy comes out at -3.40 eV. The spin multiplicity is 1. Its orbital gap is 0.2832 Ha.

```
9
C2H3N2O2 (wB97M-V/def2-TZVPD)
C 0.46212 1.34178 -1.47351
C -0.20061 -0.64927 1.18054
N 1.25895 1.89726 -2.09234
N -0.51781 0.63032 -0.86657
O -0.28098 -0.64041 -1.53020
O -0.26799 0.63987 0.66269
H 0.72190 -0.81228 1.74036
H -0.12825 -1.40075 0.41160
H -1.04733 -1.00650 1.96743
```

Atomic partial charges in e from the Mulliken method, atoms 1 to 6:
1. C 0.54
2. C -0.54
3. N -0.53
4. N -0.12
5. O -0.71
6. O -0.31

---

Run 2
ORCA calculation (wB97M-V/def2-TZVPD) on an isolated ion of composition C2H3N2O2 and charge -1.

The value obtained for the molar mass is 87.06 g mol⁻¹. As for the net charge: -1. The HOMO energy (spin up / spin down) comes out at -2.26 / -2.26 eV. The spin multiplicity is 1. Its orbital gap (spin up / spin down) is 0.2588 / 0.2588 Ha.

```
9
C2H3N2O2 (wB97M-V/def2-TZVPD)
C 0.01369 0.71484 0.78533
C 0.09075 1.42549 -0.37087
N -0.24140 -0.50361 1.17967
N 0.20397 -1.79420 -0.81404
O 0.15405 -3.01339 -1.08136
O -0.34348 -1.60425 0.41406
H 0.11300 1.25998 1.64454
H -0.09393 0.95123 -1.24275
H 0.10336 2.56391 -0.51456
```

Atomic partial charges in e from the Mulliken method, atoms 1 to 6:
1. C 0.07
2. C -0.94
3. N -0.56
4. N 0.11
5. O -0.49
6. O -0.05

---

Run 3
ORCA calculation (wB97M-V/def2-TZVPD) on a 2-piece molecular cluster, C2H3N2O2 overall.

The value obtained for the molar mass is 87.06 g mol⁻¹. As for the net charge: -1. The HOMO energy (spin up / spin down) comes out at -3.67 / -3.68 eV. The spin multiplicity is 1. Its orbital gap (spin up / spin down) is 0.2662 / 0.2809 Ha.

```
9
C2H3N2O2 (wB97M-V/def2-TZVPD)
C -0.82916 -0.89284 1.95764
C -0.16702 -0.12337 1.20222
N 0.59269 -0.33576 -1.66463
N 0.71198 0.73982 -2.30460
O 0.67848 0.50272 -3.53539
O 0.88895 1.84351 -1.87328
H -0.88340 -0.56325 3.04725
H -1.52489 -1.71684 1.59580
H 0.53238 0.54601 1.57498
```

Atomic partial charges in e from the Mulliken method, atoms 1 to 6:
1. C -0.43
2. C -0.30
3. N -0.61
4. N 1.12
5. O -0.72
6. O -0.72

---

Stability comparison, relative energies in eV: run 1 0.000; run 2 1.195; run 3 3.279